# 1
# C3H12N2O3

A cluster of 3 separate species, C3H12N2O3 in total (the ωB97M-V functional and the def2-TZVPD basis, the Open Molecules 2025 dataset).

Energy above the lowest of the compared OMol25 structures with the same formula, charge and spin: 60.4 kJ/mol
Highest occupied orbital energy: -9.5 eV
Kohn-Sham gap: 10.180 eV
Total charge: 0
Electronic energy: -456.74718 hartree
SMILES string: CC(=O)NCN.O.O

```
20
C3H12N2O3 the ωB97M-V functional and the def2-TZVPD basis
C -1.662 -1.543 1.526
H -2.667 -1.160 1.752
O 0.363 -0.299 1.362
H 1.050 -1.979 -5.393
N 0.377 1.367 -1.317
C -0.644 1.590 -0.320
C -0.798 -0.441 1.012
N -1.374 0.406 0.116
H -1.348 2.321 -0.694
H -1.821 -2.343 0.805
H -2.342 0.285 -0.123
H -1.258 -1.978 2.429
H 3.467 0.255 3.998
O 3.655 0.942 3.355
H 1.052 0.687 -1.012
H -0.007 1.067 -2.202
H -0.104 1.953 0.549
H 2.833 1.423 3.210
H 0.831 -0.946 -4.252
O 0.395 -1.608 -4.799
```

Atom charges from the Löwdin analysis, given in e for atoms 1 to 5: -0.008, 0.083, 0.041, 0.032, 0.019

# 2
# C49H106N6O6

A cluster of 6 separate species, C49H106N6O6 in total (the ωB97M-V functional and the def2-TZVPD basis, the Open Molecules 2025 dataset).

Energy above the lowest of the compared OMol25 structures with the same formula, charge and spin: 639.2 kJ/mol
Highest occupied orbital energy: -8.0 eV
Kohn-Sham gap: 8.472 eV
Total charge: 0
Electronic energy: -2710.10205 hartree
SMILES string: CC1(C)CCCC(C)(C)N1O.CC1(C)CCCC(C)(C)N1O.CC1(C)CCCC(C)(C)N1O.CC1(C)CCCC(C)(C)N1O.CC1(C)CCCC(C)(C)N1O.COC[C@H](C)N

```
167
C49H106N6O6 the ωB97M-V functional and the def2-TZVPD basis
C -4.038 -3.547 -1.752
H 8.046 -1.961 -1.951
H -1.845 -1.555 6.409
C -0.764 4.758 6.063
H 1.053 6.232 5.916
C 0.739 -2.253 3.150
H -2.625 -1.569 -6.489
H 6.717 1.257 1.323
H 1.685 -5.062 -9.630
C -1.577 -1.270 -6.463
H -5.528 5.129 6.485
H 6.246 0.135 -3.563
H -3.415 -4.410 -1.986
H -1.025 3.898 0.956
N 6.230 0.281 -1.594
C -2.721 1.952 1.879
H -1.873 0.865 -3.538
C 8.334 -0.911 -1.914
C 0.243 -3.239 2.083
C -4.540 4.751 6.748
H 5.789 2.887 -0.225
H 4.729 -0.897 0.693
H 3.406 0.672 -2.323
N -2.074 4.908 6.792
H -2.859 3.589 -1.092
H -0.463 -4.234 -4.929
C 0.654 -4.110 -7.850
H 1.266 -6.178 -7.497
H -0.406 6.892 5.448
H -0.468 -5.910 -7.333
C 0.513 -5.474 -7.145
H -0.623 3.572 -1.327
H -4.462 4.781 7.834
H -1.473 -2.960 -4.284
H 8.544 -0.640 -2.948
O -5.306 -3.737 -2.322
H -3.701 4.072 0.360
C -2.278 2.181 0.438
C 0.883 -4.354 -9.422
H 2.405 -2.777 -8.139
H 0.414 3.948 7.754
H 8.411 -0.250 0.795
O -3.295 0.097 -0.266
C 3.741 0.265 -1.369
H -0.373 2.716 6.882
H 1.225 -3.443 -9.913
H -1.447 -3.547 -9.013
C -0.596 -2.454 -6.318
H -2.052 4.930 2.748
H -1.117 3.276 4.581
C 7.461 -0.492 0.320
C -5.425 -3.613 -3.779
C 4.950 2.328 -0.637
O 6.297 0.813 -2.886
C -2.184 1.445 -2.669
H -0.941 -3.052 6.719
H -0.327 2.347 1.373
H 0.484 0.801 -0.581
H -2.238 4.233 8.384
O -1.939 5.101 8.102
H -7.625 -1.946 -3.763
H -0.608 -1.422 -1.078
C -1.062 -0.799 -1.848
H 3.599 -0.815 -1.391
H 1.034 3.482 6.186
H 2.638 -1.976 2.082
H 1.851 -3.579 -5.277
C -1.134 -3.423 -5.211
H 2.130 -2.545 6.191
C -7.895 -3.001 -3.796
H -0.332 -0.957 -2.642
C -0.122 2.855 -0.677
H -2.480 7.489 5.849
H -5.203 -2.668 -4.273
H -6.699 -3.830 -5.361
H 0.820 -1.157 -5.130
O 0.440 -3.967 4.766
C -0.868 -1.966 6.667
N 0.089 -2.657 4.491
H -2.003 -3.896 -5.670
H -4.126 7.282 5.111
H 2.968 -2.416 -6.011
H -3.864 7.439 6.870
C 0.200 -1.613 5.650
H -1.486 -0.584 -5.621
H -7.250 -5.510 -2.934
H 0.404 1.163 3.568
H 1.032 -3.841 1.633
C 1.952 -2.810 -6.043
H -0.585 -0.521 2.579
H 0.853 3.285 -0.446
H 0.634 1.373 -2.191
C 1.578 -1.611 6.291
H 6.673 -0.326 2.203
N -0.409 -3.082 -7.623
C -2.005 5.148 3.815
H -8.157 -3.304 -2.782
H -3.796 1.806 1.979
N -7.299 -5.422 -3.939
C 5.080 0.789 -0.805
H 8.255 1.935 -2.200
H -1.951 -1.382 -2.087
H -2.381 2.708 2.587
H -1.971 2.499 -2.853
H 9.328 -0.933 -1.467
C -3.297 5.384 6.096
C -1.396 0.761 -1.526
H 2.186 -0.734 6.070
H -8.673 -3.096 -4.553
C -0.015 1.431 -1.318
H -4.021 5.177 3.896
C 0.117 3.679 6.740
H -2.067 1.172 2.269
N -2.101 0.850 -0.263
C 8.282 1.472 -1.214
H 9.350 1.340 -1.042
H -1.884 6.231 3.809
H 0.725 -5.403 -6.078
H 1.310 -1.639 7.347
H 7.848 2.179 -0.507
H -1.156 -0.139 4.840
H 1.198 -1.017 -6.631
C 0.859 -1.829 -5.987
C -6.886 -3.973 -4.297
H 4.088 2.588 -0.022
C 0.716 0.168 3.883
H -4.760 -4.307 -4.294
C -3.465 7.032 5.941
C 0.450 -0.804 2.770
C 5.141 0.111 0.637
H -3.253 1.239 -2.723
H -0.514 -3.979 2.343
C -0.003 6.192 6.179
H -0.017 4.620 3.991
H 2.604 -3.359 3.341
H 1.806 0.194 3.860
C -0.928 2.864 0.625
H -4.580 3.677 6.567
H -6.513 -6.013 -4.170
H 4.444 0.568 1.338
C -3.251 4.812 4.575
O -1.580 -3.655 -8.069
H -0.081 -4.670 -9.820
H -0.608 -1.683 7.687
H 2.805 0.563 -0.896
H -1.277 -0.656 -7.313
H 2.856 -4.193 -7.333
H 1.051 -0.388 1.962
H -0.221 6.600 7.166
H 2.700 -1.790 3.838
H -4.071 -3.569 -0.662
C -3.316 3.206 -0.179
H 7.519 -1.580 0.374
H -0.204 -2.636 1.292
H -4.191 2.609 -0.435
C -0.100 -0.244 5.090
C -0.897 4.343 4.572
C 7.566 0.105 -1.123
H 0.034 0.503 5.871
C 2.027 -3.488 -7.405
H -0.363 -4.494 4.782
H -3.628 -2.656 -2.228
C 6.487 0.193 1.263
H -3.411 3.739 4.685
C 2.264 -2.372 3.027
H 4.715 2.713 -1.629
H -3.135 -0.453 0.504
```

Atom charges from the Löwdin analysis, given in e for atoms 1 to 5: -0.111, 0.088, 0.084, -0.419, 0.072

# 3
# C15H15Cl5N2PdSi

A structure of composition C15H15Cl5N2PdSi (the ωB97M-V functional and the def2-TZVPD basis, the Open Molecules 2025 dataset).

Energy above the lowest of the compared OMol25 structures with the same formula, charge and spin: 0.0 kJ/mol
Highest occupied orbital energy: -8.1 eV
Kohn-Sham gap: 7.110 eV
Total charge: 0
Electronic energy: -3408.47700 hartree

```
39
C15H15Cl5N2PdSi the ωB97M-V functional and the def2-TZVPD basis
C 0.603 -2.910 1.147
Cl 0.078 -1.781 -2.617
Cl 1.406 -5.138 2.461
C 1.057 -4.224 1.048
C 1.232 -4.805 -0.212
Pd -0.374 -0.328 -0.308
H -4.319 -0.139 -0.898
C 0.523 -2.766 -1.217
H 1.025 3.755 -1.867
H -3.455 2.462 1.667
H -4.780 -1.034 3.266
H 0.921 2.000 -2.081
H -3.717 -3.117 1.486
H -1.994 -2.784 1.417
H -2.951 -2.744 -0.064
H -0.087 3.080 -3.054
H -4.074 0.581 3.312
H -5.542 -0.763 0.213
H -3.100 -0.816 3.769
C -2.702 2.597 0.905
H -3.116 4.654 0.546
C 0.339 -2.157 0.014
C 0.960 -4.073 -1.368
H -1.351 4.896 -1.193
C -4.665 -0.117 0.138
C -2.502 3.803 0.277
Cl 1.801 -6.421 -0.346
N -1.873 0.262 1.002
C -1.870 1.527 0.534
Si -3.309 -0.694 1.302
Cl 0.382 -2.182 2.699
C -1.513 3.950 -0.697
C 0.346 2.925 -2.065
C -2.954 -2.503 1.001
C -3.867 -0.464 3.077
N -0.919 1.691 -0.400
H -4.986 0.902 0.359
C -0.730 2.859 -1.023
Cl 1.154 -4.767 -2.928
```

Atom charges from the Löwdin analysis, given in e for atoms 1 to 5: -0.721, 0.657, 0.689, -0.700, -0.700

Look up the Kohn-Sham gap of the third one. 7.110 eV